(1)
Molecular formula: C2H5NO5S2
Method: DFT, ωB97M-V/def2-TZVPD

Cartesian coordinates (Å):
S: 2.04427 0.82821 -0.27246
S: -0.32931 2.41230 0.30181
O: 2.95962 2.02726 0.15861
O: 3.19090 -0.83754 1.53948
O: 0.66625 -1.39123 0.00570
O: 3.51899 -1.32191 -0.53256
O: 1.85862 0.71526 -1.71731
N: 3.04453 -0.72248 0.36565
C: 0.39083 0.82611 0.60931
C: -0.30175 -0.41996 0.08442
H: 0.32409 -2.24313 0.34989
H: -0.08995 2.62034 -0.99650
H: 0.73020 0.60870 1.56428
H: -0.69856 -0.13507 -0.83829
H: -1.15967 -0.81038 0.71663

Properties
Lowest unoccupied orbital energy ... -0.17 eV
Highest occupied orbital energy ... -10.260 eV

---

(2)
Molecular formula: C5H9N2P
Method: DFT, ωB97M-V/def2-TZVPD

Cartesian coordinates (Å):
P: -1.20389 -0.75007 1.08152
N: 0.20133 -1.38855 0.15454
N: 1.36608 -0.86971 0.92769
C: 1.35439 0.45798 1.05891
C: -0.45839 0.79957 -0.90214
C: -1.12423 -0.19102 -1.86887
C: -0.84723 0.92140 0.48600
C: 0.10218 -0.62760 -1.08348
H: -2.10215 -0.69315 -1.71459
H: 0.02131 1.67780 -1.12384
H: 1.11230 -0.85941 -1.65995
H: 1.81925 1.07793 0.40492
H: -0.70124 -0.73354 2.33450
H: 1.26044 -1.46054 1.76897
H: 1.46653 0.89723 2.03927
H: -1.26619 1.69891 1.00917
H: -1.00051 0.04275 -2.91264

Properties
Lowest unoccupied orbital energy ... 0.86 eV
Highest occupied orbital energy ... -7.524 eV

---

(3)
Molecular formula: C2H3FRb
Method: DFT, ωB97M-V/def2-TZVPD

Cartesian coordinates (Å):
Rb: -0.63692 -0.12075 2.33647
F: -2.84638 -1.46252 2.83607
C: 0.29965 0.54983 -1.16956
C: 1.11370 -0.40275 -0.77588
H: -0.75014 0.35735 -1.42416
H: 2.17268 -0.50854 -0.52208
H: 0.64741 1.58739 -1.28087

Properties
Lowest unoccupied orbital energy (alpha / beta) ... -0.57 / -1.15 eV
Highest occupied orbital energy (alpha / beta) ... -8.106 / -8.106 eV
Spin multiplicity ... 2
<S²> ... 0.762

---

(4)
Molecular formula: C3I3N
Method: DFT, ωB97M-V/def2-TZVPD

Cartesian coordinates (Å):
I: -0.81234 -0.86709 2.28105
I: -0.63552 -2.64115 -0.87628
I: 0.68639 0.23891 -2.45411
N: 0.78984 2.41754 0.67808
C: -0.12256 -0.66132 -0.73930
C: 0.28147 1.38519 0.55635
C: -0.18727 0.12792 0.55422

Properties
Lowest unoccupied orbital energy (alpha / beta) ... -1.08 / -1.08 eV
Highest occupied orbital energy (alpha / beta) ... -9.000 / -9.000 eV

---

(5)
Molecular formula: C4H4NO
Method: DFT, ωB97M-V/def2-TZVPD

Cartesian coordinates (Å):
O: -0.11786 -0.76093 -1.69548
N: -1.11576 -1.39745 -1.42784
C: -0.59470 0.09853 1.97397
C: 1.26288 0.87134 -0.57040
C: 0.38271 -0.14359 -0.41821
C: -0.38649 -0.32014 0.84142
H: 1.57617 1.16138 -1.51354
H: 1.52012 1.39945 0.39159
H: -1.05457 0.30104 2.87946
H: -1.47249 -1.20964 -0.46096

Properties
Lowest unoccupied orbital energy (alpha / beta) ... -7.86 / -7.86 eV
Total charge ... +1
Highest occupied orbital energy (alpha / beta) ... -15.282 / -15.283 eV

---

(6)
Molecular formula: C20H19Cl2FI2N6OS2Sn
Method: DFT, ωB97M-V/def2-TZVPD

Cartesian coordinates (Å):
I: 6.34963 -1.84472 2.88130
I: 0.77531 -4.00071 2.40469
Sn: -0.58628 -0.12844 -0.97220
Cl: -1.82450 2.85944 -1.36511
Cl: -2.27530 4.49930 -3.78824
S: -4.79991 -3.11910 0.55232
S: -4.09892 0.02159 -4.98163
F: 0.40061 0.41565 -2.82641
O: 0.67917 -1.66190 0.24653
N: -1.57131 0.93259 -4.52048
N: -2.27778 -2.69167 1.48833
N: 0.41800 1.57323 2.01260
N: -2.94173 -1.72966 -0.54166
N: -2.67931 -0.27933 -2.86207
N: 1.87647 1.29595 -0.50091
C: 2.93492 -0.80631 0.37990
C: 0.56081 0.93363 4.31031
C: -5.12482 -2.35128 -0.96133
C: 1.74800 1.65240 1.96471
C: -4.03258 -1.67370 -1.38691
C: 2.75573 0.13594 -0.77156
C: -3.87241 -0.94235 -2.64353
C: 2.32418 2.10220 0.64365
C: -1.50908 4.39823 -2.20319
C: -2.63157 0.24687 -4.04895
C: 2.22035 -2.59916 1.79441
C: 3.46020 -2.67216 2.39825
C: -4.76368 -0.87533 -3.66109
C: -3.17742 -2.47051 0.49944
C: 1.87315 -1.66853 0.78190
C: -0.15603 1.23495 3.16506
C: 4.44617 -1.79408 1.98581
C: 4.18358 -0.88841 0.97671
C: 1.94394 1.01134 4.25779
C: 2.54502 1.39456 3.07150
H: 4.97171 -0.21982 0.64830
H: 3.73875 0.50157 -1.08545
H: 3.65229 -3.42221 3.15245
H: -6.08892 -2.45769 -1.43114
H: -1.23795 1.19659 3.15788
H: 2.54368 0.77313 5.12658
H: -0.43896 4.49952 -2.33054
H: -0.68841 0.78550 -4.01260
H: -1.91959 5.19152 -1.59221
H: 3.41822 2.11520 0.70821
H: -5.74690 -1.31057 -3.73156
H: -2.43244 -3.46476 2.11034
H: -1.30400 -2.52089 1.24524
H: 2.32178 -0.41806 -1.60746
H: 1.90293 1.86656 -1.33789
H: -1.51765 1.12501 -5.50413
H: 1.98160 3.12596 0.48229
H: 3.62312 1.47169 3.00167
H: 0.04812 0.65122 5.22007

Properties
Lowest unoccupied orbital energy ... 0.18 eV
Highest occupied orbital energy ... -7.617 eV

---

(7)
Molecular formula: C58H47BiNOP3S
Method: DFT, ωB97M-V/def2-TZVPD

Cartesian coordinates (Å):
Bi: -1.00395 0.50719 0.53298
S: 2.61815 -5.68011 -4.08992
P: 1.19395 -1.41711 1.44398
P: -1.41935 0.10639 -2.53372
P: -1.37825 3.23269 2.02818
O: 4.29155 -4.44561 -2.47542
N: -2.89065 1.55829 0.02728
C: 4.18555 1.26589 2.31108
C: -1.90025 -0.20921 3.73288
C: 2.76535 -0.50031 1.52558
C: 0.30165 -5.33871 -2.66572
C: 1.70565 -3.38571 -2.87312
C: -0.59405 -4.62431 -1.89362
C: -1.09055 -2.46061 -0.73012
C: -2.59305 5.80739 1.91748
C: -0.32115 -3.30171 -1.56342
C: -1.55485 -0.65471 4.99988
C: -3.53395 1.55259 -1.17972
C: -1.92805 -1.18251 -3.72182
C: 3.02355 0.52419 2.42808
C: 0.16975 2.32829 -5.61822
C: 0.60815 -1.27131 4.19718
C: 3.17815 -4.84271 2.63038
C: -2.96175 1.15979 -2.50912
C: -2.83075 7.02709 1.31268
C: 0.82935 -2.68661 -2.07672
C: 0.20275 3.98589 6.28978
C: 5.31305 -6.00611 -3.98912
C: -1.45475 -2.66591 -5.55412
C: 2.12625 -5.64491 3.03828
C: -1.15395 4.15359 6.06138
C: 1.40605 2.68469 -5.10132
C: -0.70425 1.56419 -4.86942
C: -0.99445 -0.25141 2.69018
C: -4.72135 2.24009 -1.05372
C: 0.51705 3.42109 3.98718
C: -4.78845 2.71899 0.26698
C: 0.82815 -5.16621 2.95368
C: -3.53065 -2.85661 -4.36782
C: 0.58595 -3.89961 2.46168
C: -1.68245 3.93289 4.80108
C: -1.06995 -1.63301 -4.72062
C: 4.18555 -5.24541 -3.36082
C: -2.69245 -3.26681 -5.39172
C: 2.94295 -3.56561 2.14988
C: -0.94485 5.30809 0.24848
C: 1.03825 3.60949 5.25238
C: -0.84725 3.58009 3.74958
C: 0.24355 -0.86461 2.91758
C: 5.09195 0.99459 1.30118
C: -3.14335 2.67749 2.24358
C: -0.27705 -1.12611 5.24778
C: 1.64555 -3.07701 2.07698
C: -3.14215 -1.83531 -3.52292
C: -1.17355 6.53629 -0.34652
C: -3.65095 2.28959 0.90048
C: -1.54765 -1.51571 -0.11762
C: 0.89095 1.51889 -3.07422
C: -1.66415 4.92719 1.37608
C: -2.13205 7.38909 0.17218
C: 4.83805 -0.02651 0.39778
C: 1.45585 -4.72551 -3.13312
C: 3.67265 -0.75891 0.49958
C: -0.34585 1.15039 -3.59152
C: 1.76675 2.27969 -3.82822
H: -2.74955 4.03279 4.65038
H: 5.03285 -6.37121 -4.97072
H: 2.31605 -6.63801 3.42038
H: 6.19205 -5.36891 -4.05212
H: -5.44135 2.40189 -1.83192
H: -0.42865 -3.53141 2.38548
H: -4.49075 -3.33201 -4.23242
H: -3.77655 -1.54401 -2.69702
H: -1.66395 1.27759 -5.27752
H: -2.99875 -4.06121 -6.05442
H: 3.77375 -2.94581 1.84508
H: -3.13345 1.84829 2.94988
H: 4.37905 2.06509 3.01298
H: 0.11295 -6.37631 -2.89572
H: 1.16595 1.20239 -2.07502
H: -3.57135 7.69619 1.72538
H: 4.19135 -5.21171 2.69828
H: -3.77915 3.47259 2.63728
H: 0.60735 4.14189 7.27808
H: 2.31975 0.74229 3.21988
H: 2.08955 3.27039 -5.69832
H: -1.80585 4.45129 6.86968
H: -0.20425 4.63519 -0.16382
H: 5.55265 -6.85741 -3.35382
H: -3.73695 0.65929 -3.09892
H: 1.16075 3.14019 3.16238
H: 0.00355 -5.78441 3.28088
H: -3.13415 5.54819 2.81488
H: 5.99225 1.58369 1.21188
H: -2.33685 8.33319 -0.31092
H: -2.29545 -0.63971 5.78728
H: 1.01035 -1.64431 -1.84252
H: -0.10085 -1.17211 -4.84602
H: -5.56975 3.31619 0.69638
H: -0.61365 6.82419 -1.22462
H: -0.10975 2.64759 -6.61112
H: -1.50165 -5.09021 -1.54132
H: 2.58825 -2.90381 -3.26642
H: 2.09245 3.45629 5.43228
H: 2.73185 2.55379 -3.42662
H: 1.57615 -1.73131 4.35228
H: -2.69895 2.08809 -3.03652
H: -0.78825 -3.00381 -6.33532
H: 5.54005 -0.23731 -0.39452
H: 3.44845 -1.53701 -0.22022
H: -2.91635 0.11869 3.56258
H: 0.00875 -1.42431 6.24628

Properties
Lowest unoccupied orbital energy ... 0.56 eV
Highest occupied orbital energy ... -7.135 eV

---

(8)
Molecular formula: C5H8N2O3
Method: DFT, ωB97M-V/def2-TZVPD

Cartesian coordinates (Å):
O: -1.68461 -1.94551 1.82353
O: 1.43215 -0.72103 -2.64357
O: -1.47660 0.09762 0.90034
N: 0.91790 -0.88194 -0.44273
N: 0.83533 0.12996 2.56709
C: 0.43089 -1.53873 0.76537
C: 1.48018 -0.69835 1.58757
C: 0.88298 -1.30344 -1.72210
C: -0.96936 -1.17673 1.23011
C: 1.94734 -0.09012 0.23578
H: 0.25095 -2.20236 -1.86954
H: 2.96730 -0.34973 -0.07799
H: 1.40810 0.92355 2.83157
H: 2.22599 -1.34111 2.06348
H: 0.56072 -2.62700 0.79821
H: -0.87822 0.52070 0.26525
H: 1.79402 0.99457 0.14779
H: -0.10582 0.57317 2.27420

Properties
Lowest unoccupied orbital energy ... 0.49 eV
Highest occupied orbital energy ... -10.044 eV

---

Copy entry 1 word for word.
Molecular formula: C2H5NO5S2
Method: DFT, ωB97M-V/def2-TZVPD

Cartesian coordinates (Å):
S: 2.04427 0.82821 -0.27246
S: -0.32931 2.41230 0.30181
O: 2.95962 2.02726 0.15861
O: 3.19090 -0.83754 1.53948
O: 0.66625 -1.39123 0.00570
O: 3.51899 -1.32191 -0.53256
O: 1.85862 0.71526 -1.71731
N: 3.04453 -0.72248 0.36565
C: 0.39083 0.82611 0.60931
C: -0.30175 -0.41996 0.08442
H: 0.32409 -2.24313 0.34989
H: -0.08995 2.62034 -0.99650
H: 0.73020 0.60870 1.56428
H: -0.69856 -0.13507 -0.83829
H: -1.15967 -0.81038 0.71663

Properties
Lowest unoccupied orbital energy ... -0.17 eV
Highest occupied orbital energy ... -10.260 eV